Entry 1:
Molecular formula: C25H44CeO2P2
Method: DFT, ωB97M-V/def2-TZVPD

```
! RIJCOSX wB97M-V def2-TZVPD def2/J DEFGRID3
* xyz 2 1
Ce -0.84972 -2.13292 0.83381
C 0.08053 -4.30462 0.00159
C 1.17311 -3.62228 0.64996
C -0.47104 -4.05347 2.25636
C -0.92513 -4.58329 0.99411
C 0.82675 -3.45784 2.04309
C 0.06395 -4.81894 -1.40133
H 0.69679 -4.23178 -2.07673
H -0.94763 -4.82522 -1.82901
H 0.43129 -5.85733 -1.43404
C -2.22877 -5.26262 0.75331
H -2.24471 -5.72569 -0.23765
H -3.09278 -4.57883 0.79984
H -2.37529 -6.03682 1.51673
C -1.27841 -4.00459 3.50846
H -1.45984 -5.03090 3.85147
H -2.26412 -3.52459 3.37994
H -0.75634 -3.44800 4.29337
C 1.61777 -2.71596 3.06973
H 2.17344 -3.43255 3.69242
H 0.98617 -2.12072 3.75041
H 2.35010 -2.02581 2.62912
C 2.49027 -3.29267 0.03645
H 3.25938 -3.98438 0.40817
H 2.81658 -2.27467 0.27635
H 2.45919 -3.38315 -1.05224
C -1.61457 -0.34698 -1.64541
C -0.58137 -1.09614 -2.07902
C 0.86308 -0.67085 -2.15125
C 1.38607 0.39394 -1.14183
C 1.04087 0.21011 0.30470
C -0.06311 0.70391 0.90954
C -1.21111 1.41464 0.24826
C -1.53024 1.10196 -1.24179
H 1.06841 -0.26417 -3.15759
H 1.09941 1.39934 -1.49262
H 1.48700 -1.57762 -2.05066
H -0.82187 1.63967 -1.88647
H -2.62862 -0.78826 -1.64223
H -0.77775 -2.10381 -2.48415
H -2.52886 1.52696 -1.42889
H -2.12467 1.22199 0.83243
H -0.14140 0.64808 2.00946
H -1.05333 2.50528 0.28383
H 2.48431 0.36050 -1.22111
H 1.82032 -0.26597 0.92404
P 1.03706 3.78426 -2.12351
C -0.36982 4.31656 -3.19803
C 2.39279 4.21464 -3.30708
P 1.96258 5.00752 0.48873
C 1.09984 5.35973 -1.12808
C 3.56939 5.84959 0.10769
C 1.24153 6.43977 1.40775
H -1.28461 4.36762 -2.59599
H -0.50449 3.57272 -3.99165
H -0.15780 5.30097 -3.63483
H 2.19655 5.18964 -3.76829
H 2.41502 3.44165 -4.08300
H 3.36140 4.22861 -2.79688
H 1.43356 7.38134 0.88089
H 1.70527 6.46425 2.39899
H 0.16379 6.28812 1.52183
H 0.06945 5.69871 -0.92126
H 1.64688 6.13943 -1.69083
H 4.13684 5.89315 1.04367
H 3.39664 6.86702 -0.26045
H 4.14573 5.27515 -0.62367
C -5.04833 -2.43751 2.26024
C -4.10614 -1.50077 1.56147
O -4.35531 -0.32912 1.35273
O -2.96389 -2.11159 1.19944
H -5.37312 -1.99461 3.20403
H -4.57676 -3.40448 2.45029
H -5.93815 -2.58532 1.64289
*
```

The HOMO energy (alpha / beta) comes out at -12.7 / -12.7 eV.

=====

Entry 2:
Molecular formula: C25H44Cl3N4O3SiSr
Method: DFT, ωB97M-V/def2-TZVPD

```
! RIJCOSX wB97M-V def2-TZVPD def2/J DEFGRID3
* xyz -1 1
C -2.04754 3.88582 0.00991
C -2.75330 2.66386 0.50797
H -2.67307 4.77872 0.11591
H -1.78987 3.76149 -1.05400
H -1.10677 4.03200 0.55899
C -4.08392 2.48846 0.47574
C -5.05963 3.49022 -0.04784
H -4.52879 1.55574 0.84104
H -4.62200 4.11470 -0.83503
H -5.43410 4.14775 0.74685
H -5.93405 2.98152 -0.46700
Sr 1.41716 -0.37849 -0.24298
Cl 1.50193 1.41587 1.97536
Cl 3.30643 -0.74947 -2.28831
H 6.01700 -3.48693 0.18412
H 7.37130 -1.20667 1.07967
C 5.41500 -2.74919 -0.36229
C 6.63509 -0.72009 0.42303
N 5.40256 -1.48616 0.36029
H 4.38457 -3.09595 -0.46019
C 4.30262 -1.08709 1.01193
O 3.20939 -1.68691 0.95854
H 6.40214 0.27266 0.82548
H 4.41151 -0.14992 1.59352
H 5.84934 -2.59418 -1.35392
H 7.07269 -0.62137 -0.57827
H -1.45195 1.22645 -2.79959
H -3.80883 0.18744 -1.50134
C -1.51980 0.28367 -3.35862
C -3.63971 -0.50047 -2.34652
N -2.21750 -0.71858 -2.56574
H -0.51395 -0.07138 -3.60086
C -1.55173 -1.66125 -1.88326
O -0.30703 -1.69824 -1.75444
H -4.12421 -1.45995 -2.12419
H -2.21788 -2.42674 -1.43115
H -2.10661 0.45124 -4.27064
H -4.07003 -0.06346 -3.25492
O -1.34955 1.02500 -0.33939
C -1.82503 1.46985 0.81435
C -2.92195 -0.85433 1.18653
C -2.52709 0.38557 1.68911
H -2.66889 -1.10306 0.15105
C -3.66410 -1.72654 1.98251
H -0.96933 1.86296 1.41366
C -2.81554 0.72474 3.01023
H -3.98519 -2.68539 1.57283
C -4.00645 -1.35990 3.28653
C -3.57597 -0.13370 3.80646
H -2.47193 1.69633 3.37799
H -4.58810 -2.03748 3.91272
H -3.83993 0.16985 4.82016
Si 2.73010 2.83070 -2.22181
Cl 0.86170 2.03815 -1.54669
C 3.15721 2.14127 -3.90134
C 4.05221 2.47069 -0.93737
C 2.55374 4.67225 -2.46047
H 2.93999 1.06633 -3.96438
H 4.23954 2.27726 -4.04781
H 2.62104 2.68413 -4.69196
H 1.87815 4.89530 -3.29560
H 3.54989 5.06196 -2.71606
H 2.19169 5.20074 -1.57119
H 3.80899 1.65565 -0.24490
H 4.24872 3.37288 -0.33899
H 4.95662 2.18722 -1.49357
C -1.09959 -5.66039 0.80063
C -0.69465 -4.34863 1.33425
C -0.74109 -3.82105 2.62792
C -0.21194 -2.50276 2.53691
N 0.13063 -2.24927 1.25925
N -0.15098 -3.38745 0.56522
C -0.07316 -1.53695 3.64544
H -0.43125 -6.44807 1.17621
H -2.11820 -5.89874 1.13336
H -1.07561 -5.67628 -0.29701
H -1.12708 -4.29798 3.51163
H -0.01200 -3.39407 -0.44769
H 0.64561 -1.92690 4.38432
H 0.28579 -0.55935 3.28228
H -1.04351 -1.40566 4.14743
*
```

The HOMO energy comes out at -3.9 eV.

=====

Entry 3:
Molecular formula: C25H44Cl4N3O6PtSi
Method: DFT, ωB97M-V/def2-TZVPD

```
! RIJCOSX wB97M-V def2-TZVPD def2/J DEFGRID3
* xyz -1 3
C 2.96994 -2.46765 -2.75896
C 2.33551 -1.78394 -3.92783
H 2.87260 -3.55698 -2.84118
H 2.50719 -2.12188 -1.82427
H 4.05116 -2.25041 -2.72094
C 2.38931 -2.25672 -5.18677
C 3.01900 -3.54374 -5.59017
H 1.95214 -1.68214 -6.00521
H 2.70103 -4.41246 -4.99342
H 4.11556 -3.50501 -5.54610
H 2.75868 -3.72213 -6.63969
Pt 0.28215 -0.00096 2.59742
Cl 1.72485 0.69026 0.81789
C -0.37398 2.69338 1.65822
O -0.94969 1.65701 2.14576
N -1.11385 3.59370 1.02813
C -2.52442 3.29964 0.84243
C -0.52514 4.74973 0.36046
H 0.70367 2.86239 1.69447
H -2.96459 3.02127 1.80889
H -2.66969 2.47691 0.12076
H -2.98092 4.21443 0.46043
H 0.39961 4.99856 0.88884
H -1.23797 5.57611 0.42593
H -0.29627 4.55170 -0.69866
H -3.14333 2.01642 5.72116
H -1.47090 1.61105 8.04227
C -3.16478 0.93530 5.91153
C -1.51008 0.55442 7.72771
N -1.84892 0.44762 6.30894
H -3.51196 0.41458 5.01909
C -0.94187 0.04758 5.41838
O -1.21515 -0.05173 4.18880
H -0.52916 0.08846 7.88863
H 0.05766 -0.18059 5.83543
H -3.84708 0.76382 6.74852
H -2.27543 0.03904 8.32794
H 0.14940 -4.97542 3.25275
H 0.24100 -3.64921 0.48834
C -0.89485 -4.99554 2.89503
C -0.79667 -3.97346 0.64604
N -1.20172 -3.85173 2.04575
H -1.56557 -4.95903 3.76094
C -1.37443 -2.64524 2.61649
O -1.33234 -1.55771 1.98730
H -1.47443 -3.39943 0.01714
H -1.54134 -2.66646 3.71516
H -1.07407 -5.89758 2.30345
H -0.89604 -5.03205 0.40658
O 0.75745 -0.59677 -2.56264
C 1.71768 -0.42462 -3.60625
C 0.21102 -0.12388 -5.65819
C 1.23163 0.34882 -4.82405
H -0.25604 -1.09525 -5.47706
C -0.22191 0.64250 -6.75099
H 2.54263 0.12588 -3.12828
C 1.91361 1.52010 -5.16990
H -1.05048 0.29860 -7.37465
C 0.40699 1.85634 -7.03307
C 1.50410 2.26913 -6.27265
H 2.78556 1.79366 -4.57097
H 0.07431 2.47162 -7.86878
H 2.05254 3.17802 -6.52258
Si -0.75270 0.08853 -2.22109
Cl 1.61689 -1.92033 2.69428
C -1.99816 -0.54088 -3.48154
C -0.56638 1.92874 -2.39613
C -1.30496 -0.50972 -0.57452
H -1.91405 -0.09732 -4.48235
H -3.01187 -0.30753 -3.11466
H -1.93656 -1.63246 -3.61070
H -1.29801 -1.60522 -0.54568
H -2.31279 -0.14883 -0.33450
H -0.61727 -0.16511 0.21687
H -0.41740 2.21907 -3.44780
H 0.29708 2.28676 -1.81945
H -1.47151 2.43314 -2.02750
Cl 2.30040 3.92195 4.60708
C 2.84553 2.36226 5.28185
Cl 2.20344 2.01752 6.91262
C 2.38133 1.20105 4.35406
O 3.22170 0.34699 4.10985
O 1.13956 1.32515 3.97999
H 3.94286 2.36783 5.32962
*
```

The HOMO energy (alpha / beta) comes out at -2.3 / -4.1 eV. For the relative energy (zero: lowest compared OMol25 entry of this formula, charge and spin), the calculation gives 0.000 eV.

=====

Entry 4:
Molecular formula: C25H44F4N2O25S4Y
Method: DFT, ωB97M-V/def2-TZVPD

```
! RIJCOSX wB97M-V def2-TZVPD def2/J DEFGRID3
* xyz 1 1
Y 2.21557 0.08765 -2.81949
N 1.39315 -1.95686 -2.70643
S 0.92784 -2.88624 -1.45234
O 1.84007 -3.88147 -1.02744
O -0.46655 -2.98884 -1.29034
F 1.28732 -1.80354 -0.30408
S 1.28226 -3.22169 -3.84084
O 0.55581 -4.39666 -3.58037
O 2.43864 -3.31390 -4.64672
F 0.20052 -2.45474 -4.71405
N 0.79139 0.89625 -1.36474
S 0.69536 1.29321 0.19183
O 0.55660 0.25782 1.14219
O 0.27415 2.58972 0.57292
F 2.29362 1.61234 0.29695
S -0.93390 1.10302 -1.57975
O -1.32431 2.19736 -2.37195
O -1.81745 0.56540 -0.61600
F -0.98044 -0.13949 -2.60952
O 3.59469 -0.58938 -1.01174
C 4.05898 -1.09775 0.02613
O 4.74016 -2.18352 0.02046
C 5.15533 -2.74003 -1.25527
C 5.78058 -4.09113 -0.98325
C 3.89333 -0.50472 1.37985
H 5.95029 -2.09612 -1.63430
H 4.35076 -2.88207 -1.97352
H 6.29339 -4.43417 -1.88264
H 5.03236 -4.83476 -0.71283
H 6.53496 -4.05897 -0.19866
H 4.67020 -0.79634 2.08082
H 2.89264 -0.68165 1.76930
H 4.05001 0.56922 1.28900
O 3.88011 1.61045 3.73024
C 3.22452 2.00322 4.67858
O 2.10587 2.69420 4.56329
C 1.73456 3.04892 3.23372
C 2.49706 4.27661 2.69978
C 3.66546 1.74697 6.09711
H 0.67610 3.30045 3.21462
H 1.85060 2.17794 2.59822
H 2.93815 4.80912 3.53928
H 1.78177 4.88034 2.14873
H 3.30595 3.92675 2.05988
H 4.61629 2.20711 6.33613
H 3.62322 0.66354 6.19347
H 2.92382 2.17235 6.77505
O -5.92161 0.59354 -1.08239
C -5.07126 0.92072 -1.86238
O -4.32668 0.01719 -2.53469
C -4.65425 -1.34762 -2.28736
C -3.84586 -2.20704 -3.24443
C -4.74666 2.34667 -2.23752
H -5.67917 -1.67906 -2.47062
H -4.46197 -1.60849 -1.24665
H -4.32302 -2.36740 -4.20921
H -3.81861 -3.20767 -2.79432
H -2.79706 -1.93230 -3.35283
H -5.57037 3.03648 -2.35350
H -4.29509 2.20531 -3.22948
H -3.96584 2.70462 -1.56662
O -1.50636 -5.84744 0.65724
C -2.41460 -5.32095 0.07981
O -2.76659 -4.03232 0.21008
C -2.30366 -3.40700 1.38936
C -2.50032 -1.90750 1.41708
C -3.13022 -5.97840 -1.07242
H -1.27465 -3.69660 1.59914
H -2.76314 -3.77247 2.31751
H -1.83340 -1.41788 0.71511
H -2.34646 -1.53568 2.43125
H -3.56488 -1.70304 1.27695
H -2.84824 -5.48399 -2.00250
H -4.19612 -5.73184 -0.99254
H -3.02786 -7.05446 -1.05379
C 1.39502 -3.79552 2.39400
C 0.46607 -2.87884 3.20891
O -0.25632 -3.87755 3.94020
C 0.53569 -4.95537 4.12179
O 0.31837 -5.87507 4.82185
O 1.65220 -4.81494 3.33684
H 2.31790 -3.27705 2.13521
H 0.92222 -4.15580 1.47842
H -0.10485 -2.10931 2.70955
H 1.12008 -2.43894 3.97389
C -1.54119 5.51556 0.45105
C -1.55283 6.46831 1.64309
O -1.76230 5.60729 2.75368
C -2.41249 4.50947 2.29669
O -3.03253 3.76195 2.93495
O -2.23450 4.38382 0.94542
H -0.48457 5.34220 0.20909
H -1.94650 5.95569 -0.45610
H -2.41685 7.14010 1.55301
H -0.70188 7.13785 1.72469
C -1.74663 4.81520 -3.99738
C -0.60217 4.50771 -4.96205
O 0.48128 5.26646 -4.42231
C 0.22607 5.49413 -3.11819
O 0.98792 6.01012 -2.37214
O -1.00741 5.08001 -2.77868
H -2.42473 3.99014 -3.82910
H -2.18124 5.76128 -4.31954
H -0.75979 4.75024 -6.00828
H -0.35087 3.43957 -4.93009
*
```

The HOMO energy comes out at -11.9 eV.

=====

Entry 5:
Molecular formula: C25H44IN5O2SbV
Method: DFT, ωB97M-V/def2-TZVPD

```
! RIJCOSX wB97M-V def2-TZVPD def2/J DEFGRID3
* xyz 1 2
V 0.54223 0.32533 -0.25977
C -0.43031 -1.97090 -2.95751
C -1.35279 -2.69081 -1.97697
C -2.55854 -1.82655 -1.60313
C -0.66668 -3.27236 -0.75305
C -0.53861 -4.65196 -0.68276
C -0.08051 -5.27988 0.46452
C 0.16979 -4.52593 1.59927
C 0.06587 -3.14175 1.58632
C 0.18039 -2.41202 2.91644
C 1.45305 -1.58972 3.11006
C -1.06131 -1.56410 3.20420
C -0.25228 -2.50424 0.36092
N -0.07444 -1.13754 0.27042
H -0.98884 -1.69292 -3.85375
H 0.40074 -2.61114 -3.25759
H -0.02009 -1.05056 -2.53845
H -1.75346 -3.55684 -2.51078
H -2.23793 -0.88718 -1.15353
H -3.20043 -2.34058 -0.88635
H -3.15154 -1.59692 -2.49036
H -0.83381 -5.24859 -1.53768
H 0.02315 -6.35644 0.49157
H 0.43628 -5.02220 2.52469
H 0.20572 -3.20540 3.66806
H 1.51513 -0.78528 2.37842
H 2.34334 -2.21923 3.04226
H 1.44753 -1.13839 4.10469
H -1.12492 -0.72710 2.50848
H -1.01601 -1.16393 4.21833
H -1.97101 -2.15886 3.11074
C 2.45740 2.85358 -1.13946
N 3.33461 2.26792 -0.12402
C 4.77598 2.43985 -0.31688
C 2.85925 1.65548 0.95347
C 3.80240 1.28722 2.05845
O 1.63709 1.37908 1.08495
H 3.03205 3.65268 -1.60689
H 1.58191 3.27877 -0.64089
H 1.81915 2.51410 -2.99510
H 4.95533 2.63581 -1.37008
H 5.31268 1.53211 -0.05405
H 5.16053 3.27349 0.27203
H 4.39845 2.14227 2.37642
H 4.49154 0.51228 1.71695
H 3.22558 0.90245 2.89327
O 0.83965 1.31282 -1.85293
N 2.06505 1.93506 -2.19642
I 4.70810 -4.22748 -0.56900
C 3.66951 -2.51280 -1.02844
C 3.38874 -2.00017 -2.27838
N 2.66764 -0.88927 -2.08466
N 2.46627 -0.63510 -0.78646
C 3.07083 -1.62401 -0.13148
H 3.65814 -2.34127 -3.26325
H 2.32964 -0.20795 -2.74964
H 3.03395 -1.67405 0.94288
C -4.16632 2.25369 -1.92762
C -2.66198 2.01842 -1.88253
Sb -1.78266 1.74819 0.05219
C -1.60172 3.75135 0.80041
C -2.49400 4.78624 0.12379
C -3.39218 0.95194 1.21533
C -4.45246 1.96397 1.63705
H -4.50791 2.32497 -2.96154
H -4.45052 3.17740 -1.42459
H -4.71430 1.43420 -1.46019
H -2.10878 2.83516 -2.34998
H -2.39503 1.11712 -2.43627
H -0.54732 4.01755 0.71093
H -1.81443 3.69109 1.86949
H -2.34114 4.81230 -0.95585
H -2.28332 5.78527 0.50850
H -3.54923 4.58197 0.30489
H -2.93372 0.48318 2.08642
H -3.82022 0.14400 0.61864
H -4.02581 2.76396 2.24369
H -5.22221 1.47826 2.23869
H -4.94592 2.42094 0.78047
*
```

The HOMO energy (alpha / beta) comes out at -10.5 / -10.3 eV. For the relative energy (zero: lowest compared OMol25 entry of this formula, charge and spin), the calculation gives 0.000 eV.

=====

Entry 6:
Molecular formula: C25H44IrOP2
Method: DFT, ωB97M-V/def2-TZVPD

```
! RIJCOSX wB97M-V def2-TZVPD def2/J DEFGRID3
* xyz 2 6
Ir -0.39143 0.62630 -0.93934
C -0.97108 -1.49910 2.36224
C 0.32243 -1.79466 1.81898
C 0.60164 -0.41820 3.65035
C -0.79034 -0.65970 3.49088
C 1.27971 -1.03999 2.56937
C -2.27033 -2.10287 2.01485
H -2.18314 -2.80530 1.18392
H -3.04110 -1.36412 1.73299
H -2.64940 -2.68114 2.87176
C -1.81951 -0.36593 4.50647
H -2.82364 -0.46805 4.06626
H -1.69462 0.65895 4.89209
H -1.75972 -1.06893 5.36334
C 1.27670 -0.02908 4.90299
H 1.79885 -0.91232 5.32046
H 0.55275 0.32730 5.64631
H 2.03967 0.74089 4.72056
C 2.74650 -1.18231 2.45068
H 3.08849 -1.77079 3.31370
H 3.29875 -0.22441 2.41834
H 3.00592 -1.74083 1.54398
C 0.72889 -2.84071 0.84931
H 1.09430 -3.70774 1.42108
H 1.50466 -2.46434 0.16217
H -0.12541 -3.13188 0.23823
C -1.29824 1.44400 -2.43365
C -2.02453 0.15854 -2.79497
C -1.39662 -0.74375 -3.91701
C 0.15626 -0.73701 -3.94914
C 0.87763 -0.42838 -2.60171
C 1.51708 1.01197 -2.45068
C 0.99091 2.03270 -3.46438
C -0.53764 2.10306 -3.55032
H -1.76193 -0.40185 -4.90492
H 0.54230 -0.05867 -4.71970
H -1.69489 -1.81062 -3.83449
H -0.89312 1.64353 -4.47778
H -1.98823 2.13855 -1.91679
H -3.05856 0.45296 -3.02878
H -0.88328 3.13802 -3.44130
H 1.36536 3.01241 -3.16228
H 2.59736 0.84446 -2.59218
H 1.40272 1.85499 -4.45917
H 0.48925 -1.72684 -4.31498
H 1.72928 -1.13105 -2.53522
P -2.26502 -0.68484 -1.12618
C -3.72877 0.23559 -0.56918
C -2.44187 -2.46033 -1.28604
P 2.43203 1.09341 0.38633
C 1.33926 1.56533 -1.05814
C 3.51052 -0.08177 -0.51467
C 3.13871 2.77261 0.34509
H -3.46976 1.24538 -0.21357
H -4.29214 -0.27337 0.21868
H -4.35616 0.32386 -1.46869
H -2.33881 -2.72796 -2.33680
H -3.44777 -2.75546 -0.96436
H -1.71402 -3.05623 -0.72371
H 3.47237 3.02362 -0.66586
H 3.96647 2.88744 1.04379
H 2.33197 3.47146 0.60890
H 1.22026 2.65234 -1.07740
H 0.35883 -0.86872 -1.69019
H 4.32686 -0.27898 0.19192
H 3.93828 0.30217 -1.45220
H 2.97455 -1.02233 -0.72714
C -0.36725 2.18328 1.82186
C -0.99825 2.04979 0.46932
O -1.90890 2.81462 0.15106
H -1.07235 1.92035 2.61515
H -0.07058 3.22500 1.99568
H 0.51093 1.56570 2.00380
*
```

The HOMO energy (alpha / beta) comes out at -11.4 / -13.8 eV. For the relative energy (zero: lowest compared OMol25 entry of this formula, charge and spin), the calculation gives 0.084 eV.